{
  "formula": "C4H7NSi",
  "method": "ωB97M-V/def2-TZVPD",
  "homo_ha": -0.3168,
  "lumo_ev": 1.02,
  "homo_lumo_gap_ev": 9.6,
  "smiles": "[H]/N=C1\\CC=C1[SiH3]",
  "de_lowest_kcal_mol": 29.03,
  "elements": ["H", "N", "C", "C", "C", "C", "Si", "H", "H", "H", "H", "H", "H"],
  "positions_angstrom": [[3.239, -0.399, 0.060], [2.384, 0.189, 0.197], [1.336, -0.412, 0.051], [0.538, -1.720, -0.043], [-0.758, -0.876, -0.193], [-0.379, 0.393, -0.017], [-1.269, 1.969, -0.068], [0.671, -2.173, 0.924], [0.775, -2.463, -0.847], [-1.787, -1.287, -0.025], [-1.018, 2.855, 1.087], [-2.538, 1.359, 0.182], [-1.196, 2.564, -1.307]]
}

{
  "formula": "C6H12O",
  "method": "ωB97M-V/def2-TZVPD",
  "homo_ha": -0.3648,
  "lumo_ev": 1.08,
  "homo_lumo_gap_ev": 11.0,
  "smiles": "CC(C)[C@H]1O[C@H]1C",
  "de_lowest_kcal_mol": 38.00,
  "elements": ["C", "C", "C", "C", "O", "C", "C", "H", "H", "H", "H", "H", "H", "H", "H", "H", "H", "H", "H"],
  "positions_angstrom": [[-2.077, -1.106, -0.160], [-0.802, -0.260, -0.238], [-1.095, 1.206, 0.145], [0.421, -0.984, 0.303], [1.336, -1.260, -0.796], [1.780, -0.435, 0.261], [2.143, 1.004, -0.015], [-2.780, -0.765, -0.927], [-1.869, -2.166, -0.346], [-2.584, -1.023, 0.811], [-0.443, -0.274, -1.272], [-1.961, 1.302, 0.811], [-1.340, 1.751, -0.775], [-0.258, 1.726, 0.618], [0.253, -1.869, 0.921], [2.521, -0.949, 0.876], [1.453, 1.499, -0.706], [3.150, 1.042, -0.442], [2.153, 1.562, 0.931]]
}

{
  "formula": "C5H15NO",
  "method": "ωB97M-V/def2-TZVPD",
  "homo_ha": -0.3414,
  "lumo_ev": 0.63,
  "homo_lumo_gap_ev": 9.9,
  "smiles": "CC(C)CCN.O",
  "de_lowest_kcal_mol": 41.10,
  "elements": ["C", "C", "C", "C", "C", "N", "H", "H", "H", "H", "H", "H", "H", "H", "H", "H", "H", "H", "H", "O", "H", "H"],
  "positions_angstrom": [[1.402, 1.036, 1.627], [0.387, 0.454, 0.623], [-0.719, 1.400, 0.267], [-0.258, -0.797, 1.142], [-1.001, -1.622, 0.050], [-0.253, -2.054, -1.140], [2.290, 1.575, 1.128], [0.840, 1.807, 2.263], [1.921, 0.136, 2.159], [0.980, 0.257, -0.324], [-0.355, 2.427, -0.135], [-1.399, 0.946, -0.481], [-1.335, 1.829, 1.154], [0.484, -1.564, 1.456], [-1.005, -0.728, 2.021], [-1.452, -2.566, 0.465], [-1.917, -0.973, -0.379], [-0.432, -1.345, -1.799], [0.777, -2.089, -1.017], [0.581, 0.875, -2.797], [0.861, 0.129, -3.220], [-0.399, 0.866, -3.064]]
}

{
  "formula": "C3H10NO2",
  "method": "ωB97M-V/def2-TZVPD",
  "total_charge": 1,
  "homo_ha": -0.5502,
  "lumo_ev": -3.38,
  "homo_lumo_gap_ev": 11.6,
  "de_lowest_kcal_mol": 13.92,
  "elements": ["O", "C", "C", "C", "N", "H", "H", "H", "H", "H", "H", "H", "H", "H", "H", "O"],
  "positions_angstrom": [[-2.022, 1.883, -0.372], [-1.214, 1.811, 0.513], [-0.376, 0.565, 0.685], [1.090, 0.802, 0.369], [-0.954, -0.450, -0.276], [-1.009, 2.645, 1.202], [-0.516, 0.111, 1.665], [1.208, 0.985, -0.697], [1.511, 1.630, 0.892], [1.662, -0.081, 0.638], [-1.723, -0.961, 0.153], [-1.372, 0.089, -1.053], [-0.257, -1.080, -0.699], [0.925, -2.914, -1.637], [1.922, -2.707, -0.494], [1.126, -2.329, -0.890]]
}

{
  "formula": "C21H33Cl2N7O5S2Y",
  "method": "ωB97M-V/def2-TZVPD",
  "total_charge": 1,
  "homo_ha": -0.3648,
  "lumo_ev": -2.82,
  "homo_lumo_gap_ev": 7.1,
  "de_lowest_kcal_mol": 32.78,
  "elements": ["Y", "C", "N", "C", "C", "O", "C", "O", "C", "C", "O", "N", "C", "C", "H", "H", "H", "H", "H", "H", "H", "H", "H", "H", "H", "H", "H", "H", "H", "H", "C", "S", "C", "S", "N", "N", "C", "C", "C", "C", "C", "C", "N", "H", "H", "H", "H", "H", "H", "H", "H", "C", "C", "N", "O", "C", "C", "N", "O", "H", "H", "H", "H", "H", "H", "H", "Cl", "C", "Cl", "H", "H"],
  "positions_angstrom": [[0.262, -0.906, -0.035], [-4.163, -2.231, -1.761], [-3.779, -0.868, -2.114], [-4.670, -0.158, -3.023], [-2.654, -0.348, -1.635], [-1.885, -1.005, -0.922], [-2.299, 1.092, -2.002], [-1.281, 1.598, -1.174], [-1.666, 2.418, -0.100], [-1.240, 1.795, 1.223], [-0.865, 0.618, 1.248], [-1.298, 2.547, 2.315], [-0.812, 2.027, 3.592], [-1.774, 3.923, 2.290], [-5.218, -2.241, -1.488], [-3.567, -2.568, -0.919], [-4.007, -2.897, -2.610], [-5.480, 0.336, -2.482], [-5.105, -0.881, -3.709], [-4.131, 0.573, -3.619], [-3.183, 1.734, -1.971], [-1.913, 1.082, -3.024], [-2.748, 2.592, -0.084], [-1.179, 3.391, -0.214], [-0.224, 1.130, 3.426], [-1.650, 1.789, 4.248], [-0.189, 2.788, 4.062], [-2.655, 4.034, 1.660], [-0.997, 4.611, 1.950], [-2.058, 4.202, 3.302], [-2.862, -2.490, 4.461], [-1.308, -1.637, 4.763], [-0.476, -1.734, 3.222], [-1.188, -2.492, 1.857], [0.706, -1.172, 3.310], [1.387, -1.180, 2.126], [2.659, -1.119, 2.194], [3.433, -1.196, 0.951], [4.820, -1.200, 0.974], [5.511, -1.352, -0.218], [4.797, -1.499, -1.395], [3.411, -1.468, -1.337], [2.741, -1.313, -0.197], [-3.409, -2.428, 5.401], [-2.689, -3.532, 4.208], [-3.429, -2.007, 3.670], [3.167, -1.089, 3.154], [5.340, -1.101, 1.918], [6.593, -1.366, -0.224], [5.293, -1.637, -2.344], [2.812, -1.573, -2.235], [2.911, 3.068, -1.084], [2.032, 1.854, -1.058], [1.580, 1.342, 0.034], [1.939, 1.953, 1.237], [1.660, 1.177, -2.305], [2.015, 1.660, -3.673], [0.952, 0.111, -2.081], [0.482, -0.660, -2.995], [2.485, 3.882, -0.494], [3.050, 3.424, -2.100], [3.903, 2.836, -0.681], [2.717, 2.507, 1.087], [3.095, 1.733, -3.818], [1.582, 2.639, -3.890], [1.619, 0.944, -4.392], [1.724, -4.432, 0.320], [0.614, -4.962, -0.938], [-0.345, -3.601, -1.576], [-0.077, -5.685, -0.521], [1.185, -5.377, -1.759]]
}

{
  "formula": "CH3NO3S",
  "method": "ωB97M-V/def2-TZVPD",
  "homo_ha": [-0.3715, -0.3715],
  "lumo_ev": [-1.82, -1.82],
  "homo_lumo_gap_ev": [8.3, 8.3],
  "de_lowest_kcal_mol": 157.71,
  "elements": ["C", "N", "O", "O", "O", "S", "H", "H", "H"],
  "positions_angstrom": [[0.491, 0.048, 0.350], [0.040, -0.308, -0.923], [-0.334, -2.059, -0.772], [-0.216, 0.368, -1.823], [1.114, 1.304, 0.454], [-1.092, 0.070, 1.282], [1.188, -0.649, 0.720], [0.493, 2.041, 0.363], [-1.683, -0.814, 0.349]]
}

{
  "formula": "C2H28O14",
  "method": "ωB97M-V/def2-TZVPD",
  "total_charge": 1,
  "homo_ha": [-0.4485, -0.4484],
  "spin_multiplicity": 2,
  "lumo_ev": [-4.39, -9.14],
  "homo_lumo_gap_ev": [7.8, 3.1],
  "elements": ["O", "H", "H", "H", "C", "C", "O", "O", "H", "H", "H", "O", "H", "H", "O", "H", "H", "O", "H", "H", "O", "H", "H", "O", "H", "H", "O", "H", "H", "O", "H", "H", "O", "H", "H", "O", "H", "H", "O", "H", "H", "O", "H", "H"],
  "positions_angstrom": [[2.322, -16.780, -0.760], [1.832, -16.274, -1.411], [1.773, -17.414, -0.292], [3.022, -17.163, -1.293], [0.447, -13.038, -3.388], [0.606, -14.090, -2.298], [1.162, -15.174, -2.532], [0.308, -13.710, -1.145], [0.151, -13.450, -4.354], [1.366, -12.483, -3.576], [-0.332, -12.338, -3.084], [1.579, -13.706, -6.450], [2.104, -13.960, -5.691], [2.213, -13.620, -7.162], [-2.871, -12.298, -2.797], [-2.147, -11.692, -2.638], [-2.939, -12.808, -1.990], [-2.672, -14.309, -0.776], [-1.808, -13.900, -0.824], [-2.492, -15.225, -0.566], [1.579, -9.669, -4.458], [1.698, -9.891, -5.382], [0.659, -9.415, -4.390], [-0.500, -12.188, -7.394], [0.268, -12.755, -7.330], [-1.009, -12.383, -6.607], [0.586, -17.117, -4.671], [0.667, -16.437, -4.003], [0.083, -16.704, -5.373], [0.836, -15.082, 1.389], [-0.016, -15.055, 1.824], [0.678, -14.696, 0.527], [-2.038, -12.662, -5.272], [-2.612, -13.372, -5.559], [-2.106, -12.670, -4.317], [0.428, -11.048, 0.459], [0.008, -11.842, 0.126], [0.120, -10.352, -0.121], [-1.440, -9.857, -2.136], [-2.038, -9.148, -1.898], [-1.084, -9.596, -2.985], [3.107, -14.565, -4.418], [3.565, -15.258, -4.894], [2.443, -15.025, -3.904]]
}

{
  "formula": "C48H47NOS",
  "method": "ωB97M-V/def2-TZVPD",
  "homo_ha": -0.2987,
  "lumo_ev": 0.61,
  "homo_lumo_gap_ev": 8.7,
  "smiles": "C#CCN1c2ccccc2Sc2cccc(CCCO)c21.c1ccccc1.c1ccccc1.c1ccccc1.c1ccccc1.c1ccccc1",
  "elements": ["C", "C", "C", "N", "C", "C", "C", "C", "C", "C", "S", "C", "C", "C", "C", "C", "C", "C", "C", "O", "C", "H", "H", "H", "H", "H", "H", "H", "H", "H", "H", "H", "H", "H", "H", "H", "H", "H", "C", "C", "C", "C", "C", "C", "H", "H", "H", "H", "H", "H", "C", "C", "C", "C", "C", "C", "H", "H", "H", "H", "H", "H", "C", "C", "C", "C", "C", "C", "H", "H", "H", "H", "H", "H", "C", "C", "C", "C", "C", "C", "H", "H", "H", "H", "H", "H", "C", "C", "C", "C", "C", "C", "H", "H", "H", "H", "H", "H"],
  "positions_angstrom": [[-1.707, -2.189, -0.410], [-1.634, -2.341, 0.780], [-1.325, -2.332, 2.207], [0.086, -2.702, 2.425], [0.379, -4.076, 2.159], [0.952, -4.428, 0.953], [1.243, -5.751, 0.689], [0.992, -6.729, 1.633], [0.448, -6.382, 2.853], [0.133, -5.061, 3.107], [-0.576, -4.579, 4.658], [0.307, -3.048, 4.850], [0.764, -2.626, 6.094], [1.473, -1.443, 6.175], [1.724, -0.691, 5.039], [1.281, -1.113, 3.781], [1.547, -0.411, 2.469], [2.283, 0.926, 2.476], [1.345, 2.112, 2.519], [0.596, 2.237, 3.725], [0.555, -2.299, 3.711], [-1.998, -2.250, -1.430], [-1.475, -1.318, 2.574], [-2.024, -2.983, 2.738], [1.148, -3.660, 0.222], [1.676, -6.016, -0.264], [1.236, -7.761, 1.440], [0.265, -7.119, 3.620], [0.551, -3.241, 6.955], [1.842, -1.123, 7.138], [2.302, 0.213, 5.153], [0.605, -0.269, 1.945], [2.141, -1.122, 1.898], [3.049, 0.979, 3.251], [2.819, 1.012, 1.529], [1.879, 3.046, 2.330], [0.598, 1.982, 1.740], [1.210, 2.340, 4.456], [0.468, -3.175, -5.368], [0.477, -3.169, -3.980], [-0.195, -4.157, -3.276], [-0.876, -5.158, -3.954], [-0.884, -5.167, -5.343], [-0.213, -4.175, -6.048], [0.991, -2.403, -5.918], [1.004, -2.391, -3.441], [-0.185, -4.141, -2.193], [-1.403, -5.926, -3.402], [-1.417, -5.943, -5.876], [-0.223, -4.182, -7.130], [-0.639, 2.437, -1.422], [-1.279, 3.542, -1.964], [-0.538, 4.530, -2.598], [0.842, 4.414, -2.689], [1.482, 3.310, -2.144], [0.741, 2.322, -1.510], [-1.217, 1.661, -0.935], [-2.355, 3.632, -1.894], [-1.037, 5.391, -3.024], [1.417, 5.182, -3.191], [2.559, 3.219, -2.215], [1.239, 1.457, -1.090], [-2.644, 0.575, -3.938], [-2.809, 1.953, -3.962], [-1.703, 2.782, -4.087], [-0.432, 2.235, -4.189], [-0.268, 0.857, -4.165], [-1.373, 0.026, -4.040], [-3.506, -0.072, -3.838], [-3.799, 2.381, -3.879], [-1.831, 3.857, -4.102], [0.431, 2.882, -4.282], [0.725, 0.429, -4.237], [-1.241, -1.048, -4.011], [-3.967, -0.513, 8.845], [-4.578, -1.597, 8.228], [-3.851, -2.411, 7.372], [-2.511, -2.140, 7.130], [-1.901, -1.058, 7.747], [-2.628, -0.242, 8.605], [-4.536, 0.120, 9.514], [-5.624, -1.806, 8.414], [-4.328, -3.256, 6.891], [-1.924, -2.768, 6.473], [-0.857, -0.851, 7.554], [-2.151, 0.603, 9.084], [2.887, 7.126, -4.793], [1.728, 7.771, -5.200], [1.494, 7.991, -6.550], [2.421, 7.567, -7.493], [3.582, 6.925, -7.085], [3.815, 6.703, -5.735], [3.068, 6.952, -3.740], [1.006, 8.103, -4.464], [0.590, 8.493, -6.868], [2.238, 7.737, -8.546], [4.305, 6.597, -7.820], [4.719, 6.201, -5.417]]
}

no.,energy (eV)
1,-13625.084
2,-8462.706
3,-8964.576
4,-8851.737
5,-90735.833
6,-19546.476
7,-31183.464
8,-64907.795